(1)
Computed, not measured: a structure of composition C38H28BrN7O5Ti, with ωB97M-V/def2-TZVPD.

Each line ends with the Löwdin charge.
Element x y z (Å)
Ti: -0.2068 0.3095 -0.7237  1.200
C: -6.6296 3.1953 -1.6495  -0.052
C: -5.3736 2.6041 -1.0702  -0.277
C: -4.7487 3.1695 0.0397  -0.039
C: -3.5545 2.6691 0.5091  -0.005
C: -2.9267 1.5579 -0.0734  -0.210
N: -1.6758 1.1453 0.3605  -0.058
C: -1.3431 1.2547 1.7219  -0.246
C: -2.1762 0.7483 2.7235  -0.016
C: -1.7672 0.7004 4.0416  -0.029
C: -0.4999 1.1412 4.4221  -0.266
C: -0.0078 0.9911 5.8352  -0.044
C: 0.3109 1.6985 3.4475  0.020
C: -0.1146 1.7853 2.1282  -0.132
N: 0.6988 2.5096 1.2103  -0.046
C: 1.2924 3.7039 1.4310  -0.038
C: 1.7144 4.1888 0.2194  -0.026
C: 1.3122 3.2218 -0.7139  -0.084
N: 0.7112 2.2150 -0.1037  0.004
C: -3.5916 0.9564 -1.1481  -0.093
C: -4.7719 1.5017 -1.6489  0.017
N: -3.1313 -0.2598 -1.7514  -0.027
C: -3.8686 -1.1261 -2.4827  -0.043
C: -3.0614 -2.1725 -2.8512  -0.022
C: -1.8178 -1.8758 -2.2892  -0.098
N: -1.8757 -0.7349 -1.6184  -0.024
H: -7.2449 3.6460 -0.8705  0.076
H: -7.2286 2.4385 -2.1565  0.075
H: -6.4014 3.9763 -2.3782  0.084
H: -5.1890 4.0349 0.5214  0.114
H: -3.0617 3.1469 1.3461  0.119
H: -3.1428 0.3545 2.4353  0.124
H: -2.4275 0.2760 4.7893  0.115
H: -0.8110 0.6706 6.4981  0.076
H: 0.3932 1.9292 6.2223  0.080
H: 0.7876 0.2447 5.8913  0.076
H: 1.3020 2.0568 3.7022  0.130
H: 1.3309 4.1177 2.4239  0.127
H: 2.2356 5.1099 0.0290  0.099
H: 1.4404 3.1836 -1.7797  0.116
H: -5.2293 1.0660 -2.5268  0.112
H: -4.9113 -0.9495 -2.6699  0.120
H: -3.3308 -3.0232 -3.4508  0.103
H: -0.8796 -2.4024 -2.3328  0.123
Br: 7.1129 -1.1414 0.1089  0.726
C: 5.5894 -0.4372 -0.7730  -0.682
C: 5.7441 0.5807 -1.6967  -0.115
C: 4.6166 1.0691 -2.3390  0.020
C: 3.3663 0.5537 -2.0480  -0.182
O: 2.2744 1.1672 -2.6462  0.024
C: 3.1982 -0.4579 -1.1055  -0.056
C: 1.8616 -1.0631 -0.6980  -0.365
N: 1.2191 -0.4001 0.4586  -0.052
C: 1.1213 -1.1504 1.6265  -0.240
C: 2.1432 -1.3312 2.5222  -0.004
C: 1.9462 -2.0964 3.6983  -0.071
C: 0.7396 -2.6686 3.9840  -0.042
C: -0.3359 -2.5204 3.0708  -0.153
C: -1.6174 -3.0913 3.2500  -0.008
C: -2.5769 -2.9158 2.2954  -0.039
C: -2.2627 -2.1573 1.1439  -0.116
N: -1.0972 -1.6029 0.9588  0.109
C: -0.1334 -1.7728 1.8999  -0.152
C: 4.3391 -0.9573 -0.4888  -0.076
H: 6.7232 0.9806 -1.9186  0.102
H: 4.6917 1.8569 -3.0766  0.129
H: 2.0362 -2.1224 -0.4687  0.158
H: 3.0974 -0.8532 2.3380  0.114
H: 2.7746 -2.2130 4.3861  0.105
H: 0.5907 -3.2409 4.8914  0.110
H: -1.8222 -3.6699 4.1435  0.118
H: -3.5634 -3.3463 2.3998  0.105
H: -3.0075 -2.0039 0.3678  0.110
H: 4.2433 -1.7680 0.2234  0.107
O: -0.6125 0.7539 -4.5375  0.138
C: 0.0652 0.8776 -3.5534  -0.500
O: -0.3485 1.3077 -2.3836  -0.138
C: 1.5683 0.4984 -3.6110  -0.378
O: 2.0530 -0.2414 -4.4017  0.191
O: 0.9034 -0.9363 -1.7153  -0.233

Summary:
Highest occupied orbital energy: -0.2754 hartree
HOMO-LUMO gap: 7.369 eV

(2)
Computed, not measured: a structure of composition C38H28BrN7O5Ti, with ωB97M-V/def2-TZVPD.

Each line ends with the Löwdin charge.
Element x y z (Å)
Ti: -0.4168 -0.2963 0.2184  1.197
C: -4.3645 -3.9463 -3.5700  -0.044
C: -3.3660 -2.8865 -3.2018  -0.261
C: -3.7706 -1.5946 -2.8749  -0.023
C: -2.8364 -0.6669 -2.4611  -0.024
C: -1.4818 -0.9711 -2.3749  -0.258
N: -0.5920 -0.0389 -1.7614  -0.057
C: -0.1041 0.9625 -2.5891  -0.218
C: -0.6586 1.2150 -3.8544  0.003
C: -0.2695 2.2835 -4.6372  -0.035
C: 0.6953 3.1839 -4.2046  -0.283
C: 1.0739 4.3984 -5.0032  -0.048
C: 1.3030 2.9163 -2.9899  0.006
C: 0.9585 1.8090 -2.2219  -0.111
N: 1.7700 1.5600 -1.0765  -0.029
C: 3.0263 1.9973 -0.8647  -0.037
C: 3.4582 1.4942 0.3423  -0.024
C: 2.3926 0.7257 0.8040  -0.095
N: 1.3813 0.7830 -0.0554  -0.015
C: -1.0626 -2.2450 -2.7649  -0.106
C: -2.0138 -3.1873 -3.1506  0.033
N: 0.3030 -2.6265 -2.7304  -0.070
C: 0.7988 -3.8914 -2.7047  -0.063
C: 2.1634 -3.7990 -2.7302  -0.054
C: 2.4147 -2.4143 -2.7830  -0.143
N: 1.2992 -1.7139 -2.7836  0.103
H: -5.2836 -3.5061 -3.9546  0.076
H: -3.9684 -4.6215 -4.3281  0.078
H: -4.6218 -4.5444 -2.6943  0.088
H: -4.8189 -1.3280 -2.9148  0.114
H: -3.1461 0.3219 -2.1471  0.096
H: -1.4306 0.5551 -4.2206  0.112
H: -0.7488 2.4298 -5.5976  0.114
H: 0.4438 4.4977 -5.8861  0.075
H: 0.9634 5.3097 -4.4121  0.073
H: 2.1106 4.3537 -5.3419  0.081
H: 2.0561 3.5996 -2.6198  0.114
H: 3.5344 2.5962 -1.5966  0.124
H: 4.4180 1.6366 0.8036  0.103
H: 2.2902 0.1296 1.6959  0.126
H: -1.7055 -4.1842 -3.4320  0.113
H: 0.1659 -4.7560 -2.6363  0.118
H: 2.8698 -4.6083 -2.7019  0.093
H: 3.3617 -1.9005 -2.8150  0.100
Br: -5.6865 -0.9055 5.0324  0.728
C: -4.0657 -0.5520 4.1227  -0.692
C: -2.8590 -0.9985 4.6631  -0.103
C: -1.6672 -0.7502 4.0180  0.019
C: -1.6576 -0.0885 2.7812  -0.328
O: -0.5262 0.0819 2.1310  -0.163
C: -2.8809 0.3912 2.2626  -0.141
C: -2.8404 1.3364 1.1708  -0.031
N: -1.8410 1.4613 0.3730  0.044
C: -1.7633 2.6791 -0.3632  -0.203
C: -2.6234 2.9632 -1.3854  -0.013
C: -2.4893 4.1496 -2.1403  -0.053
C: -1.4956 5.0372 -1.8524  -0.032
C: -0.6089 4.7823 -0.7784  -0.161
C: 0.4322 5.6727 -0.4262  -0.017
C: 1.2463 5.3697 0.6240  -0.048
C: 1.0074 4.1728 1.3399  -0.130
N: 0.0625 3.3227 1.0465  0.143
C: -0.7377 3.6040 -0.0153  -0.169
C: -4.0779 0.1633 2.9498  -0.073
H: -2.8601 -1.5436 5.5973  0.105
H: -0.7284 -1.0948 4.4281  0.126
H: -3.6356 2.0864 1.1344  0.152
H: -3.4053 2.2575 -1.6370  0.107
H: -3.1743 4.3326 -2.9563  0.110
H: -1.3727 5.9434 -2.4311  0.115
H: 0.5625 6.5848 -0.9966  0.117
H: 2.0503 6.0268 0.9249  0.103
H: 1.6344 3.9234 2.1897  0.111
H: -5.0073 0.5515 2.5527  0.113
O: -2.3135 -3.7210 0.6959  0.156
C: -1.5330 -2.8192 0.6710  -0.458
O: -1.8100 -1.5614 0.3164  -0.118
C: -0.0136 -2.9397 1.0111  -0.485
O: 0.4727 -3.8917 1.5444  0.147
O: 0.6232 -1.8379 0.6356  -0.122

Summary:
Highest occupied orbital energy: -0.2843 hartree
HOMO-LUMO gap: 7.242 eV

Question: of the structures shown, which is the most stable? Reply: (2).